Below is C2H3NOS2 in the gas phase, with properties calculated with the ωB97M-V functional and the def2-TZVPD basis.

Calculated values
Energy relative to the best compared isomer or geometry (same formula, charge and spin): 31.07 kcal per mole
Maximum force: 1.40 eV/A
2S+1: 1
Highest occupied orbital energy: -8.9507 eV
Lowest unoccupied orbital energy: 0.305 eV
SMILES: O=CS/C=N/S
Total charge: 0

Structure (XYZ):
```
9
C2H3NOS2, DFT the ωB97M-V functional and the def2-TZVPD basis
C 0.2857 -0.1880 0.2002
C -1.7445 1.2992 -0.7681
H 2.8691 -1.9659 1.6257
H 0.1584 -0.5299 -0.8405
H -2.5244 2.0671 -0.6449
N 1.1546 -0.6070 1.0247
O -1.5877 0.6691 -1.7951
S 2.1900 -1.8472 0.4793
S -0.8012 1.1025 0.7186
```


Below is C2H3NOS2 in the gas phase, with properties calculated with the ωB97M-V functional and the def2-TZVPD basis.

Calculated values
Energy relative to the best compared isomer or geometry (same formula, charge and spin): 82.98 kcal per mole
Maximum force: 4.97 eV/A
2S+1: 1
Highest occupied orbital energy: -8.6745 eV
Lowest unoccupied orbital energy: -0.158 eV
SMILES: [O-][N+]1=CCSS1
Total charge: 0

Structure (XYZ):
```
9
C2H3NOS2, DFT the ωB97M-V functional and the def2-TZVPD basis
C 0.6592 -0.7835 0.3390
C 0.3698 0.5755 -0.1310
N 1.8882 -1.1780 0.1078
O 2.5369 -2.2271 0.2133
S 1.7433 1.7437 0.3479
S 3.0152 0.3044 -0.3378
H -0.0238 -1.4095 0.7011
H 0.2727 0.7130 -1.1821
H -0.4930 0.9242 0.1874
```


Below is C2H3NOS2 in the gas phase, with properties calculated with the ωB97M-V functional and the def2-TZVPD basis.

Calculated values
Energy relative to the best compared isomer or geometry (same formula, charge and spin): 65.76 kcal per mole
Maximum force: 2.50 eV/A
2S+1: 1
Highest occupied orbital energy: -9.1078 eV
Lowest unoccupied orbital energy: -1.278 eV
SMILES: O/N=C\C(=S)S
Total charge: 0

Structure (XYZ):
```
9
C2H3NOS2, DFT the ωB97M-V functional and the def2-TZVPD basis
C 0.1357 -0.9777 0.2037
C -0.9137 0.0335 -0.0538
H 2.7152 0.2488 -0.2145
H -0.1340 -1.9629 0.7187
H -1.9087 2.0835 0.1136
N 1.3827 -0.9804 0.0041
O 1.7965 0.2868 -0.5074
S -0.5683 1.7852 0.0083
S -2.5055 -0.5168 -0.2727
```


Below is C2H3NOS2 in the gas phase, with properties calculated with the ωB97M-V functional and the def2-TZVPD basis.

Calculated values
Energy relative to the best compared isomer or geometry (same formula, charge and spin): 32.52 kcal per mole
Maximum force: 1.48 eV/A
2S+1: 1
Highest occupied orbital energy: -9.0687 eV
Lowest unoccupied orbital energy: -1.156 eV
SMILES: O=C(C=S)NS
Total charge: 0

Structure (XYZ):
```
9
C2H3NOS2, DFT the ωB97M-V functional and the def2-TZVPD basis
C -0.5784 0.7082 -0.1121
C -1.2449 -0.6301 0.0155
H 2.3578 -0.8308 0.9382
H 1.3380 1.4346 -0.1726
H -0.5731 -1.4308 0.1886
N 0.8066 0.5701 -0.1040
O -1.1633 1.7632 -0.2231
S 1.8623 -0.7725 -0.3066
S -2.8049 -0.8119 -0.2240
```


Below is C2H3NOS3 in the gas phase, with properties calculated with the ωB97M-V functional and the def2-TZVPD basis.

Calculated values
Energy relative to the best compared isomer or geometry (same formula, charge and spin): 14.23 kcal per mole
Maximum force: 2.92 eV/A
2S+1: 1
Highest occupied orbital energy: -9.1767 eV
Lowest unoccupied orbital energy: -1.044 eV
SMILES: O=C(NS)C(=S)S
Total charge: 0

Structure (XYZ):
```
10
C2H3NOS3, DFT the ωB97M-V functional and the def2-TZVPD basis
C 0.0843 -0.7662 -0.5092
C 1.0264 0.3688 -0.0037
H -2.1039 1.5385 0.0923
H -1.9342 -1.2392 -0.7430
H 2.7259 0.5816 1.4792
N -1.3071 -0.5901 -0.3707
O 0.4825 -1.7174 -1.1173
S -2.1758 0.3852 0.7854
S 2.1875 -0.4939 0.9611
S 1.0144 1.9328 -0.5742
```


Below is C2H3NP2 in the gas phase, with properties calculated with the ωB97M-V functional and the def2-TZVPD basis.

Calculated values
Energy relative to the best compared isomer or geometry (same formula, charge and spin): 84.18 kcal per mole
Maximum force: 3.88 eV/A
2S+1: 1
Highest occupied orbital energy: -8.6987 eV
Lowest unoccupied orbital energy: -0.429 eV
Total charge: 0

Structure (XYZ):
```
8
C2H3NP2, DFT the ωB97M-V functional and the def2-TZVPD basis
C 0.0299 -0.6553 -0.8875
C -0.4529 -0.0343 1.6418
N -0.5968 -1.4308 -0.1493
P 0.4876 1.2279 1.2133
P 1.1788 0.8038 -0.9383
H -0.0253 -1.1586 -1.9451
H -0.7773 -0.4795 2.5987
H 0.1560 1.7268 -1.5335
```


Below is a molecular structure, C2H3NP2, with properties calculated with the ωB97M-V functional and the def2-TZVPD basis.

Calculated values
Energy relative to the best compared isomer or geometry (same formula, charge and spin): 83.50 kcal per mole
Maximum force: 2.98 eV/A
2S+1: 1
Highest occupied orbital energy (spin up / spin down): -8.4037 / -8.4027 eV
Lowest unoccupied orbital energy (spin up / spin down): -0.974 / -0.965 eV
Total charge: 0

Structure (XYZ):
```
8
C2H3NP2, DFT the ωB97M-V functional and the def2-TZVPD basis
C 0.3945 -0.2295 -0.1779
C 0.8876 -0.0799 1.0314
N -0.7193 0.1654 -0.7720
P -1.5631 0.6784 2.2005
P -1.8739 0.6234 0.2337
H 1.0612 -0.7607 -0.7556
H 1.8163 -0.0763 1.5976
H -3.0515 0.4279 -0.4380
```


Below is C2H3NS in the gas phase, with properties calculated with the ωB97M-V functional and the def2-TZVPD basis.

Calculated values
Energy relative to the best compared isomer or geometry (same formula, charge and spin): 87.19 kcal per mole
Maximum force: 5.24 eV/A
2S+1: 1
Highest occupied orbital energy: -9.2312 eV
Lowest unoccupied orbital energy: -2.090 eV
SMILES: [H]/N=C/C=S
Total charge: 0

Structure (XYZ):
```
7
C2H3NS, DFT the ωB97M-V functional and the def2-TZVPD basis
C 0.4954 -0.1410 0.0282
C -1.0002 0.3587 0.1546
N 1.7791 0.3220 0.1244
S -2.7717 -0.1126 0.1226
H 0.3158 -1.2898 -0.2022
H -1.2307 1.3557 -0.0647
H 2.4123 -0.4931 -0.1629
```